1.
Below is a molecular structure, C6H10O at a distorted geometry, with properties calculated with ωB97M-V/def2-TZVPD.

Output
Net charge = 0
Energy relative to the best compared isomer or geometry (same formula, charge and spin) = 118.5 kcal/mol
Largest force on an atom = 3.33 eV Å⁻¹
E_tot = -309.65360 hartree
Orbital gap (spin up / spin down) = 7.80 / 6.17 eV

Last column: Löwdin charge in e.
Geometry (Å):
C: 0.64 0.62 -0.02  -0.3463
C: -1.79 -0.09 -0.63  -0.1586
C: -0.52 -0.63 -0.86  -0.0795
C: -2.60 -0.35 0.58  -0.1001
C: 2.08 0.30 -0.30  -0.2027
C: 3.01 0.27 0.69  0.0101
O: 0.92 1.69 -0.70  -0.0123
H: 0.33 0.72 1.03  0.1318
H: -2.12 0.72 -1.27  0.1133
H: -0.16 -0.63 -1.89  0.1011
H: -0.29 -1.56 -0.34  0.1046
H: 2.28 -0.13 -1.27  0.1128
H: -2.20 -1.19 1.15  0.0761
H: -3.63 -0.57 0.32  0.0783
H: -2.63 0.52 1.24  0.0824
H: 2.81 0.69 1.66  0.0459
H: 3.89 -0.35 0.60  0.0431



2.
Below is a molecular structure, C27H44AuF6OP2 at a distorted geometry, with properties calculated with ωB97M-V/def2-TZVPD.

Output
Expectation value of S² = 2.033
Net charge = +1
Multiplicity = 3
Energy relative to the best compared isomer or geometry (same formula, charge and spin) = 0.0 kcal/mol
Largest force on an atom = 3.14 eV Å⁻¹
E_tot = -2547.59906 hartree
Orbital gap (spin up / spin down) = 6.46 / 4.76 eV

Last column: Mulliken spin population.
Geometry (Å):
Au: 0.54 -1.48 0.01  0.2729
C: -0.78 -2.42 2.50  -0.0108
C: 0.56 -2.65 1.91  0.5026
C: 0.72 -1.15 3.70  0.1858
C: -0.66 -1.49 3.53  0.2133
C: 1.48 -1.87 2.78  -0.0165
C: -2.00 -3.20 2.22  -0.0312
H: -1.92 -3.78 1.29  0.0024
H: -2.89 -2.55 2.14  0.0013
H: -2.21 -3.92 3.03  -0.0023
C: -1.74 -0.98 4.40  0.0030
H: -2.69 -1.48 4.19  -0.0016
H: -1.87 0.10 4.26  0.0156
H: -1.49 -1.15 5.46  0.0089
C: 1.22 -0.22 4.73  -0.0076
H: 1.07 -0.62 5.75  0.0217
H: 0.68 0.73 4.66  0.0172
H: 2.30 -0.04 4.61  -0.0014
C: 2.95 -1.97 2.80  -0.0141
H: 3.31 -2.57 3.66  -0.0052
H: 3.41 -0.98 2.89  -0.0027
H: 3.33 -2.45 1.89  0.0028
C: 0.95 -4.03 1.47  -0.0417
H: 1.05 -4.71 2.33  0.0301
H: 1.91 -4.01 0.94  0.0194
H: 0.18 -4.45 0.81  0.0069
C: -1.44 0.81 -4.19  -0.0096
C: -1.63 -0.51 -4.35  0.0124
C: -0.92 -1.39 -5.32  -0.0025
C: 0.57 -1.02 -5.54  0.0013
C: 1.31 -0.57 -4.31  -0.0059
C: 1.57 0.73 -4.10  0.0357
C: 0.85 1.89 -4.73  -0.0006
C: -0.64 1.66 -5.13  0.0025
H: -1.43 -1.31 -6.29  0.0003
H: 0.65 -0.26 -6.34  0.0001
H: -0.99 -2.45 -5.01  0.0003
H: -0.70 1.28 -6.17  -0.0004
H: -2.02 1.36 -3.43  0.0037
H: -2.55 -0.94 -3.94  0.0085
H: -1.11 2.66 -5.14  0.0001
H: 0.88 2.74 -4.02  0.0003
H: 2.41 1.08 -3.51  -0.0166
H: 1.40 2.20 -5.63  0.0000
H: 1.07 -1.92 -5.92  0.0000
H: 1.76 -1.37 -3.72  0.0003
P: -1.28 -0.36 -1.00  0.3160
C: -2.51 0.50 -0.04  0.0176
C: -1.87 -1.83 -1.87  0.0061
P: 1.67 0.33 -1.01  0.2709
C: 0.00 0.82 -1.63  0.0408
C: 3.15 -0.46 -1.73  0.0173
C: 2.13 1.59 0.20  0.0149
H: -2.10 0.75 0.95  0.0009
H: -3.39 -0.14 0.09  0.0032
H: -2.82 1.42 -0.54  0.0107
H: -1.25 -1.95 -2.78  0.0018
H: -2.94 -1.69 -2.13  0.0042
H: -1.73 -2.75 -1.27  0.0165
H: 2.24 2.55 -0.33  0.0140
H: 3.10 1.31 0.64  0.0053
H: 1.38 1.66 1.01  -0.0131
H: -0.24 1.88 -1.42  0.0102
H: -0.01 0.68 -2.71  0.0036
H: 3.92 -0.54 -0.95  0.0065
H: 3.60 0.09 -2.57  0.0097
H: 2.91 -1.47 -2.07  0.0105
C: 0.66 3.62 3.12  -0.0004
C: -0.57 2.81 2.69  0.0102
O: -0.29 1.58 2.33  0.0266
C: -1.57 2.83 3.94  -0.0014
F: -1.96 4.10 4.28  0.0000
F: -2.71 2.11 3.75  0.0001
F: -0.96 2.32 5.06  -0.0003
C: -1.32 3.68 1.58  -0.0011
F: -1.24 5.02 1.84  0.0001
F: -0.72 3.48 0.36  -0.0005
F: -2.64 3.38 1.42  0.0001
H: 1.24 3.02 3.82  -0.0011
H: 0.38 4.58 3.58  0.0001
H: 1.28 3.77 2.23  0.0012



3.
Below is a molecular structure, C21H34Br6O11S at a distorted geometry, with properties calculated with ωB97M-V/def2-TZVPD.

Output
Expectation value of S² = 0.756
Net charge = +1
Multiplicity = 2
Largest force on an atom = 3.96 eV Å⁻¹
E_tot = -17490.00941 hartree
Orbital gap (spin up / spin down) = 7.03 / 2.16 eV

Last column: Mulliken spin population.
Geometry (Å):
O: -1.76 17.27 24.81  0.0000
C: -1.39 18.40 24.57  0.0000
O: -0.37 18.53 23.75  0.0000
C: -0.30 19.75 23.17  0.0000
C: -1.48 20.58 23.73  0.0000
C: -2.08 19.72 24.82  0.0000
H: -0.14 19.72 22.10  0.0000
H: 0.54 20.26 23.64  0.0000
H: -2.16 20.89 22.94  0.0000
H: -0.98 21.43 24.20  0.0000
H: -3.10 19.55 24.47  0.0000
H: -2.20 20.20 25.79  0.0000
O: 1.85 15.65 15.85  0.0000
C: 2.59 16.50 15.43  0.0000
O: 2.53 16.92 14.14  0.0001
C: 3.42 17.90 13.82  -0.0005
C: 4.38 17.89 15.00  0.0009
C: 3.58 17.26 16.22  0.0003
H: 2.98 18.89 13.89  0.0003
H: 3.94 17.70 12.88  0.0000
H: 4.68 18.91 15.27  0.0007
H: 5.32 17.35 14.94  0.0000
H: 3.07 18.07 16.74  -0.0004
H: 4.06 16.59 16.93  -0.0002
O: 6.11 14.43 17.64  0.0000
C: 5.57 13.58 18.28  0.0000
O: 6.11 12.46 18.60  0.0000
C: 5.23 11.47 19.09  0.0000
C: 3.91 12.20 18.87  0.0000
C: 4.18 13.69 18.77  0.0000
H: 5.40 11.26 20.14  0.0000
H: 5.19 10.64 18.38  0.0000
H: 3.30 12.11 19.77  0.0000
H: 3.33 11.72 18.09  0.0000
H: 4.19 13.98 19.82  0.0000
H: 3.46 14.25 18.18  0.0000
O: 1.99 24.64 16.58  0.8425
C: 2.60 23.65 16.11  -0.0119
O: 3.30 23.66 15.02  0.0456
C: 4.01 22.38 14.91  -0.0001
C: 3.27 21.38 15.77  0.0322
C: 2.68 22.29 16.84  0.0919
H: 5.05 22.38 15.24  -0.0017
H: 4.06 22.15 13.85  0.0027
H: 3.89 20.73 16.39  0.0106
H: 2.54 20.75 15.26  0.0019
H: 3.36 22.40 17.69  -0.0041
H: 1.76 21.89 17.27  -0.0116
O: -1.59 12.55 25.09  0.0000
S: -2.41 12.67 23.90  0.0000
O: -3.86 12.96 23.95  0.0000
O: -1.75 13.87 22.95  0.0000
C: -0.30 13.92 22.75  0.0000
C: 0.17 15.31 22.47  0.0000
C: -2.07 11.13 22.83  0.0000
H: -0.09 13.33 21.85  0.0000
H: 0.22 13.43 23.57  0.0000
H: 1.03 15.24 21.81  0.0000
H: 0.38 15.96 23.33  0.0000
H: -0.66 15.86 22.04  0.0000
H: -2.02 10.36 23.60  0.0000
H: -1.15 11.27 22.25  0.0000
H: -2.87 11.21 22.09  0.0000
C: 2.07 18.09 19.83  -0.0001
Br: 1.25 19.32 18.47  0.0007
Br: 3.93 18.51 20.01  0.0000
Br: 1.90 16.16 19.44  0.0001
H: 1.66 18.42 20.79  0.0001
C: -1.93 18.07 20.29  0.0000
Br: -2.44 20.00 20.22  0.0000
Br: -1.79 17.24 18.50  0.0001
Br: -3.14 17.11 21.58  0.0000
H: -0.91 18.06 20.68  0.0000